No. 1
The following is a quantum chemistry calculation of a cluster of 4 separate species, C19H40N3O3 in total, from OMol25.

Each atom is followed by the atoms it is bonded to, with distances in Å.
Cartesian coordinates (Å):
1 C 3.97 2.47 -0.28  C2 1.444, H8 1.099, H9 1.095
2 C 4.38 1.09 -0.39  C1 1.444, C3 1.419, C7 1.420
3 C 3.44 0.02 -0.41  C2 1.419, C4 1.387, H10 1.076
4 C 3.86 -1.29 -0.54  C3 1.387, C5 1.394, H11 1.084
5 C 5.21 -1.63 -0.65  C4 1.394, C6 1.395, H12 1.081
6 C 6.14 -0.59 -0.64  C5 1.395, C7 1.387, H13 1.083
7 C 5.75 0.73 -0.53  C2 1.420, C6 1.387, H14 1.078
8 H 2.96 2.50 0.14  C1 1.099
9 H 4.61 2.98 0.45  C1 1.095
10 H 2.40 0.27 -0.33  C3 1.076
11 H 3.09 -2.06 -0.55  C4 1.084
12 H 5.52 -2.66 -0.74  C5 1.081
13 H 7.20 -0.81 -0.75  C6 1.083
14 H 6.51 1.51 -0.54  C7 1.078
15 C -2.99 1.49 -0.06  C16 1.526, H21 1.089, H22 1.092, H23 1.092
16 C -2.22 0.56 0.87  C15 1.526, C17 1.537, N20 1.466, H24 1.096
17 C -0.78 1.02 1.15  C16 1.537, O18 1.406, H25 1.093, H26 1.099
18 O 0.13 0.80 0.10  C17 1.406, C19 1.417
19 C 0.11 1.76 -0.94  O18 1.417, H27 1.094, H28 1.095, H29 1.090
20 N -2.26 -0.80 0.33  C16 1.466, H30 1.016, H31 1.017
21 H -2.72 1.36 -1.10  C15 1.089
22 H -4.06 1.29 0.01  C15 1.092
23 H -2.83 2.54 0.21  C15 1.092
24 H -2.74 0.55 1.83  C16 1.096
25 H -0.40 0.42 1.99  C17 1.093
26 H -0.75 2.07 1.47  C17 1.099
27 H -0.10 2.76 -0.55  C19 1.094
28 H -0.63 1.50 -1.71  C19 1.095
29 H 1.10 1.77 -1.40  C19 1.090
30 H -1.86 -1.44 1.00  N20 1.016
31 H -1.63 -0.83 -0.47  N20 1.017
32 C 0.43 -4.17 -3.44  C33 1.527, H38 1.090, H39 1.090, H40 1.093
33 C 1.89 -3.81 -3.18  C32 1.527, C34 1.534, N37 1.464, H41 1.094
34 C 2.82 -4.03 -4.38  C33 1.534, O35 1.419, H42 1.092, H43 1.099
35 O 3.15 -5.38 -4.64  C34 1.419, C36 1.411
36 C 2.18 -6.13 -5.34  O35 1.411, H44 1.095, H45 1.093, H46 1.091
37 N 2.35 -4.51 -1.98  C33 1.464, H47 1.017, H48 1.017
38 H 0.27 -5.25 -3.39  C32 1.090
39 H -0.21 -3.72 -2.68  C32 1.090
40 H 0.10 -3.82 -4.42  C32 1.093
41 H 1.92 -2.73 -2.96  C33 1.094
42 H 3.77 -3.53 -4.17  C34 1.092
43 H 2.41 -3.57 -5.29  C34 1.099
44 H 1.65 -5.51 -6.07  C36 1.095
45 H 1.45 -6.57 -4.66  C36 1.093
46 H 2.69 -6.94 -5.86  C36 1.091
47 H 3.28 -4.16 -1.74  N37 1.017
48 H 2.50 -5.48 -2.22  N37 1.017
49 C -5.86 3.99 3.90  C50 1.526, H55 1.089, H56 1.090, H57 1.092
50 C -5.04 3.09 4.82  C49 1.526, C51 1.536, N54 1.466, H58 1.095
51 C -3.60 3.58 5.06  C50 1.536, O52 1.410, H59 1.093, H60 1.099
52 O -2.71 3.38 3.98  C51 1.410, C53 1.415
53 C -2.79 4.33 2.94  O52 1.415, H61 1.094, H62 1.093, H63 1.090
54 N -5.07 1.72 4.29  C50 1.466, H64 1.016, H65 1.017
55 H -5.61 3.84 2.85  C49 1.089
56 H -6.92 3.76 4.01  C49 1.090
57 H -5.72 5.04 4.15  C49 1.092
58 H -5.53 3.08 5.80  C50 1.095
59 H -3.18 3.00 5.89  C51 1.093
60 H -3.59 4.64 5.37  C51 1.099
61 H -3.01 5.33 3.32  C53 1.094
62 H -3.54 4.03 2.20  C53 1.093
63 H -1.82 4.35 2.44  C53 1.090
64 H -4.63 1.09 4.96  N54 1.016
65 H -4.47 1.68 3.48  N54 1.017

Values from the calculation:
E = -30962.0946 eV
frontier orbital gap = 3.959 eV
LUMO energy = 2.3 eV
charge = -1
largest force on an atom = 0.0255 Eh/bohr
highest occupied orbital energy = -0.060 hartree

Here are the Mulliken charges for atoms 1 to 2, given in e: C -1.07; C 0.46

No. 2
The following is a quantum chemistry calculation of a cluster of 2 separate species, C19H40N4O12PS in total, from OMol25.

Each atom is followed by the atoms it is bonded to, with distances in Å.
Cartesian coordinates (Å):
1 C -0.66 5.46 0.44  C2 1.644, H34 1.191, H35 1.187, H36 1.192
2 C -1.44 4.87 -0.88  C1 1.644, O3 1.490, H37 1.185, H38 1.185
3 O -1.61 3.40 -0.69  C2 1.490, P4 1.777
4 P -0.27 2.63 -1.56  O3 1.777, O5 1.607, C6 1.928, O31 1.740
5 O 1.07 3.50 -1.44  P4 1.607
6 C 0.09 0.87 -0.86  P4 1.928, C7 1.639, H39 1.182, H40 1.186
7 C 0.67 0.98 0.67  C6 1.639, N8 1.511, H41 1.194, H42 1.194
8 N 1.11 -0.33 1.29  C7 1.511, N9 1.386, C13 1.544
9 N 1.08 -0.30 2.67  N8 1.386, C10 1.372
10 C 1.80 0.74 3.20  N9 1.372, C11 1.655, C12 1.673
11 C 3.43 0.97 3.00  C10 1.655, H43 1.181, H44 1.178, H45 1.180
12 C 0.91 1.85 4.09  C10 1.673, H46 1.170, H47 1.185, H48 1.175
13 C 0.14 -1.47 0.93  N8 1.544, N14 1.511, N23 1.375
14 N 0.78 -2.74 0.41  C13 1.511, C15 1.511, H49 1.043
15 C 1.06 -2.71 -1.07  N14 1.511, C16 1.671, H50 1.170, H51 1.191
16 C 2.71 -2.94 -1.23  C15 1.671, C17 1.645, H52 1.171, H53 1.179
17 C 3.58 -2.27 0.00  C16 1.645, C18 1.673, H54 1.194, H55 1.193
18 C 5.22 -2.35 -0.31  C17 1.673, S19 1.906, H56 1.194, H57 1.174
19 S 6.15 -1.31 0.98  C18 1.906, O20 1.551, O21 1.570, O22 1.709
20 O 6.09 0.21 0.69  S19 1.551
21 O 5.42 -1.58 2.34  S19 1.570
22 O 7.78 -1.79 1.17  S19 1.709, H58 1.018
23 N -1.22 -1.37 1.09  C13 1.375, C24 1.512, H59 1.062
24 C -2.24 -2.43 0.74  N23 1.512, O25 1.495, H60 1.171, H61 1.185
25 O -3.25 -1.84 -0.18  C24 1.495, C26 1.471
26 C -4.16 -0.93 0.53  O25 1.471, O27 1.500, H62 1.193, H63 1.176
27 O -5.14 -0.44 -0.49  C26 1.500, C28 1.471
28 C -6.46 -0.23 0.11  O27 1.471, C29 1.640, H64 1.194, H65 1.180
29 C -6.50 0.82 1.38  C28 1.640, O30 1.490, H66 1.175, H67 1.194
30 O -6.25 2.24 1.00  C29 1.490, H68 1.022
31 O -0.72 2.66 -3.24  P4 1.740, C32 1.471
32 C -0.77 1.31 -3.84  O31 1.471, C33 1.673, H69 1.178, H70 1.194
33 C -2.20 0.50 -3.50  C32 1.673, H71 1.194, H72 1.173, H73 1.173
34 H -1.40 5.39 1.37  C1 1.191
35 H 0.30 4.83 0.74  C1 1.187
36 H -0.31 6.59 0.24  C1 1.192
37 H -0.91 5.13 -1.91  C2 1.185
38 H -2.52 5.35 -0.94  C2 1.185
39 H 0.95 0.42 -1.55  C6 1.182
40 H -0.93 0.27 -0.96  C6 1.186
41 H 1.57 1.77 0.62  C7 1.194
42 H -0.22 1.39 1.34  C7 1.194
43 H 4.06 0.23 3.67  C11 1.181
44 H 3.66 2.06 3.40  C11 1.178
45 H 3.78 0.93 1.88  C11 1.180
46 H 1.61 2.70 4.48  C12 1.170
47 H 0.05 2.22 3.36  C12 1.185
48 H 0.38 1.22 4.93  C12 1.175
49 H 0.29 -3.61 0.72  N14 1.043
50 H 0.69 -1.75 -1.63  C15 1.170
51 H 0.57 -3.64 -1.62  C15 1.191
52 H 3.14 -2.50 -2.22  C16 1.171
53 H 2.94 -4.10 -1.24  C16 1.179
54 H 3.43 -2.88 1.02  C17 1.194
55 H 3.36 -1.11 0.16  C17 1.193
56 H 5.42 -1.79 -1.34  C18 1.194
57 H 5.62 -3.45 -0.33  C18 1.174
58 H 7.96 -1.77 2.18  O22 1.018
59 H -1.58 -0.46 1.49  N23 1.062
60 H -1.82 -3.37 0.19  C24 1.171
61 H -2.82 -2.68 1.75  C24 1.185
62 H -3.62 0.06 0.92  C26 1.193
63 H -4.68 -1.39 1.48  C26 1.176
64 H -7.15 0.24 -0.74  C28 1.194
65 H -6.88 -1.29 0.42  C28 1.180
66 H -5.82 0.49 2.28  C29 1.175
67 H -7.62 0.80 1.79  C29 1.194
68 H -5.68 2.66 1.74  O30 1.022
69 H 0.18 0.65 -3.64  C32 1.178
70 H -0.80 1.48 -5.02  C32 1.194
71 H -2.94 0.78 -4.39  C33 1.194
72 H -2.08 -0.67 -3.55  C33 1.173
73 H -2.71 0.90 -2.53  C33 1.173
74 C 1.57 -4.47 -4.00  O75 1.221, O76 1.236, O77 1.236
75 O 1.16 -3.32 -3.96  C74 1.221
76 O 1.50 -5.29 -3.08  C74 1.236
77 O 2.13 -4.99 -4.97  C74 1.236

Values from the calculation:
E = -70988.9438 eV
frontier orbital gap = 2.513 eV
LUMO energy = 1.1 eV
charge = -1
largest force on an atom = 0.1306 Eh/bohr
relative energy (zero: lowest compared OMol25 entry of this formula, charge and spin) = 13.417 eV
highest occupied orbital energy = -0.053 hartree

Here are the Mulliken charges for atoms 1 to 2, given in e: C -0.73; C -0.40